Entry one
Molecular formula: C3H5P
Method: DFT, ωB97M-V/def2-TZVPD

Summary:
charge = 0
HOMO = -9.1 eV
gap between HOMO and LUMO = 9.66 eV
E_LUMO = 0.021 Eh
multiplicity = 1

Last column: Löwdin charge in e.
Atoms and positions in Å:
P: -1.7717 -0.0041 -0.0857  0.876
C: -0.5589 1.1675 -0.0602  -0.427
C: -0.2045 -0.9790 0.1151  -0.488
C: 0.6462 0.2846 0.0067  -0.380
H: -0.1110 -1.5544 1.0293  0.031
H: 1.3048 0.4556 0.8631  0.098
H: 0.0183 -1.9390 -0.9016  0.165
H: -0.5820 2.2435 -0.0718  0.030
H: 1.2589 0.3254 -0.8948  0.096

---

Entry two
Molecular formula: C3H5P
Method: DFT, ωB97M-V/def2-TZVPD

Summary:
charge = 0
HOMO = -9.3 eV
gap between HOMO and LUMO = 9.84 eV
E_LUMO = 0.019 Eh
structure (SMILES) = P=C1CC1
multiplicity = 1

Last column: Löwdin charge in e.
Atoms and positions in Å:
P: -1.1107 1.8387 0.7524  0.801
C: -0.3337 0.4599 0.3011  -0.656
C: 0.5373 -0.3884 -0.7376  -0.117
C: 0.0652 -0.9172 0.6007  -0.224
H: 0.0348 -0.7131 -1.6311  0.081
H: 0.8066 -1.0824 1.3746  0.099
H: -0.7125 -1.6721 0.6006  0.099
H: 1.5680 -0.1006 -0.8433  0.081
H: -0.8549 2.5751 -0.4175  -0.165

---

Entry three
Molecular formula: C3H5P
Method: DFT, ωB97M-V/def2-TZVPD

Summary:
charge = 0
HOMO = -9.2 eV
gap between HOMO and LUMO = 9.66 eV
E_LUMO = 0.016 Eh
structure (SMILES) = P=C1CC1
multiplicity = 1

Last column: Löwdin charge in e.
Atoms and positions in Å:
P: -1.1304 -0.8168 1.6505  0.793
C: 0.0508 1.1647 -0.2560  -0.160
C: 0.5755 -0.1919 -0.7176  -0.165
C: -0.4421 -0.0752 0.3462  -0.727
H: -0.4871 1.7720 -1.0234  0.114
H: 0.1228 -0.7493 -1.5232  0.098
H: -0.6990 -2.2263 1.4633  -0.135
H: 1.4909 -0.6817 -0.3897  0.098
H: 0.5188 1.8045 0.4500  0.086

---

The computed energies, referenced to the most stable structure and given in kJ/mol, are entry one 9.2; entry two 0.0; entry three 28.7.

---

Entry one
Molecular formula: C3H5P
Method: DFT, ωB97M-V/def2-TZVPD

Summary:
charge = 0
HOMO = -9.2 eV
gap between HOMO and LUMO = 9.35 eV
E_LUMO = 0.005 Eh
structure (SMILES) = P=C1CC1
multiplicity = 1

Last column: Löwdin charge in e.
Atoms and positions in Å:
P: -0.2420 -1.1629 1.9577  0.804
C: 0.3471 -0.1208 -0.8196  -0.161
C: 0.0129 -0.1494 0.6410  -0.743
C: -0.2990 1.0241 -0.0434  -0.244
H: 0.2079 -2.3737 1.1815  -0.114
H: 1.3262 0.1904 -1.1754  0.094
H: -0.3851 -0.5769 -1.4840  0.096
H: 0.4130 1.9639 0.0663  0.145
H: -1.3808 1.2054 -0.3241  0.122

---

Entry two
Molecular formula: C3H5P
Method: DFT, ωB97M-V/def2-TZVPD

Summary:
charge = 0
HOMO = -8.7 eV
gap between HOMO and LUMO = 9.69 eV
E_LUMO = 0.035 Eh
structure (SMILES) = CC#CP
multiplicity = 1

Last column: Löwdin charge in e.
Atoms and positions in Å:
P: -2.4280 -0.1739 -0.2475  0.716
C: 1.8637 0.2081 -0.2477  -0.096
C: -0.7134 -0.2025 0.0305  -0.432
C: 0.4702 -0.0321 -0.1120  -0.180
H: 2.2536 -0.7866 -0.4992  0.099
H: 2.3376 0.3765 0.7109  0.086
H: -3.2260 0.8219 0.5201  -0.097
H: 2.1361 0.9446 -0.8647  0.037
H: -2.6939 -1.1559 0.7095  -0.132

---

Entry three
Molecular formula: C3H5P
Method: DFT, ωB97M-V/def2-TZVPD

Summary:
charge = 0
HOMO = -8.2 eV
gap between HOMO and LUMO = 7.90 eV
E_LUMO = -0.010 Eh
structure (SMILES) = C=P#CC
multiplicity = 1

Last column: Löwdin charge in e.
Atoms and positions in Å:
P: 0.2922 -0.3108 -0.7237  0.918
C: 0.3597 0.0978 0.8787  -0.393
C: -0.6199 0.7036 1.7515  -0.246
C: 0.5436 -0.9590 -2.3679  -0.335
H: -0.1908 1.3913 2.4512  0.067
H: 0.6656 -1.9272 -2.3640  -0.135
H: -1.0318 0.0532 2.4074  0.039
H: -1.2154 1.2742 1.0712  0.062
H: 1.1967 -0.3231 -3.1044  0.023

---

Entry four
Molecular formula: C3H5P
Method: DFT, ωB97M-V/def2-TZVPD

Summary:
charge = 0
HOMO (alpha / beta) = -7.4 / -8.8 eV
gap between HOMO and LUMO (alpha / beta) = 6.40 / 8.30 eV
E_LUMO (alpha / beta) = -0.036 / -0.017 Eh
multiplicity = 1

Last column: Löwdin charge in e.
Atoms and positions in Å:
P: -2.3397 0.1144 -0.1208  0.847
C: -1.0617 -1.1374 -0.3317  -0.372
C: -0.1901 -0.3533 0.3347  -0.367
C: -0.6541 1.0523 0.1222  -0.385
H: 0.8681 -0.6796 0.8703  -0.034
H: 2.0529 -0.9504 1.3886  0.116
H: -1.4925 -2.1381 -0.5863  0.062
H: -0.5907 1.8678 0.8376  0.051
H: -0.2788 1.3874 -0.8870  0.080

---

The computed energies, referenced to the most stable structure and given in kJ/mol, are entry one 20.1; entry two 0.0; entry three 324.0; entry four 338.6.

---

Entry one
Molecular formula: C3H8N2O
Method: DFT, ωB97M-V/def2-TZVPD

Summary:
charge = 0
HOMO = -8.5 eV
gap between HOMO and LUMO = 9.28 eV
E_LUMO = 0.030 Eh
structure (SMILES) = [H]/N=C/NCCO
multiplicity = 1

Last column: Löwdin charge in e.
Atoms and positions in Å:
O: 1.5210 -1.2379 -0.1977  -0.105
N: -0.6164 0.9640 0.0153  -0.090
N: -2.6445 -0.4051 0.2298  -0.037
C: 0.7930 1.1022 -0.3127  -0.212
C: -1.3447 -0.2701 -0.1867  -0.308
C: 1.7775 0.0519 0.3990  -0.209
H: -2.9006 -1.5114 -0.0675  0.084
H: -1.1264 1.8652 0.6065  0.222
H: 2.7580 0.4361 0.2639  0.088
H: 1.1590 2.0981 -0.0366  0.116
H: 1.8463 -1.9002 0.3957  0.070
H: -0.6776 -1.0682 -0.8358  0.153
H: 1.4061 -0.0556 1.4770  0.136
H: 0.8390 0.8233 -1.3350  0.092

---

Entry two
Molecular formula: C3H8N2O
Method: DFT, ωB97M-V/def2-TZVPD

Summary:
charge = 0
HOMO = -9.4 eV
gap between HOMO and LUMO = 10.25 eV
E_LUMO = 0.031 Eh
structure (SMILES) = CC(=O)NCN
multiplicity = 1

Last column: Löwdin charge in e.
Atoms and positions in Å:
O: 1.0863 -0.8245 1.5392  0.039
N: 0.2815 2.3128 -1.0262  0.001
N: -0.0387 0.0828 -0.1926  0.051
C: -0.7952 -2.0440 0.7235  -0.008
C: 0.8812 1.2185 -0.3276  -0.265
C: 0.1422 -0.8563 0.7665  -0.556
H: -0.6075 2.6248 -0.6597  0.070
H: -0.2557 -2.9663 0.9338  0.083
H: 1.0651 1.5067 0.6998  0.119
H: 0.1362 2.0959 -2.0039  0.066
H: -1.2692 -2.1374 -0.2578  0.071
H: -0.8396 -0.0049 -0.7928  0.124
H: -1.5634 -2.0204 1.4999  0.082
H: 1.7768 1.0124 -0.9021  0.123

---

Entry three
Molecular formula: C3H8N2O
Method: DFT, ωB97M-V/def2-TZVPD

Summary:
charge = 0
HOMO = -9.5 eV
gap between HOMO and LUMO = 10.38 eV
E_LUMO = 0.031 Eh
structure (SMILES) = C=NC.NC=O
multiplicity = 1

Last column: Löwdin charge in e.
Atoms and positions in Å:
O: 1.7937 -0.5717 -1.0108  0.013
N: 2.3050 1.5436 -0.7158  0.079
N: -2.6649 -0.6622 0.8217  -0.075
C: 2.2944 0.2233 -0.2914  -0.444
C: -2.6080 -0.6361 -0.5039  -0.073
C: -1.4559 -0.2107 1.6443  -0.138
H: 1.8444 1.5485 -1.6366  0.103
H: -1.5947 0.6493 2.3648  0.079
H: -0.5976 0.2237 1.1037  0.050
H: -3.2898 -1.3784 -1.0604  0.079
H: 2.7852 -0.1650 0.5589  0.108
H: -1.1147 -0.9774 2.2480  0.031
H: -1.8485 -0.1838 -1.1516  0.054
H: 2.6019 2.4278 -0.1759  0.134

---

Entry four
Molecular formula: C3H8N2O
Method: DFT, ωB97M-V/def2-TZVPD

Summary:
charge = 0
HOMO = -9.5 eV
gap between HOMO and LUMO = 10.41 eV
E_LUMO = 0.034 Eh
structure (SMILES) = CC(=O)NCN
multiplicity = 1

Last column: Löwdin charge in e.
Atoms and positions in Å:
O: 0.2894 -2.1123 -0.3883  0.068
N: 0.2670 2.0678 -0.9926  -0.002
N: 0.4869 0.0487 0.2661  0.033
C: -1.1923 -1.4221 1.3473  -0.003
C: 0.7671 0.6773 -0.9901  -0.287
C: -0.0784 -1.2179 0.3382  -0.534
H: 0.5568 0.5333 1.1456  0.132
H: 1.8175 0.6319 -1.2833  0.110
H: 0.9098 2.6237 -0.4328  0.059
H: -1.6303 -2.3693 1.0639  0.078
H: -0.8417 -1.4584 2.3801  0.082
H: 0.3519 2.4434 -1.9328  0.063
H: 0.1951 0.1538 -1.7563  0.121
H: -1.8987 -0.6000 1.2350  0.081

---

The computed energies, referenced to the most stable structure and given in kJ/mol, are entry one 279.4; entry two 0.0; entry three 228.6; entry four 37.9.

---

Entry one
Molecular formula: C3H8N2O
Method: DFT, ωB97M-V/def2-TZVPD

Summary:
charge = 0
HOMO = -8.6 eV
gap between HOMO and LUMO = 9.53 eV
E_LUMO = 0.036 Eh
multiplicity = 1

Last column: Löwdin charge in e.
Atoms and positions in Å:
O: 0.1568 -1.3163 -1.6304  -0.162
N: -0.3665 0.4514 0.8137  -0.174
N: 0.1153 1.1987 -0.1880  -0.129
C: -0.9088 -1.4128 -0.8477  -0.338
C: -0.1842 -1.0223 0.5146  -0.195
C: 0.7969 2.2169 0.1537  -0.107
H: -0.2119 -1.7033 1.7608  0.191
H: 0.6292 -0.3285 -1.5351  0.176
H: 0.8328 -1.2003 0.2570  0.054
H: -1.3445 -2.4471 -0.7560  0.118
H: 1.1498 2.7202 1.3383  0.150
H: -1.7104 -0.3890 -1.0578  0.175
H: -0.4402 0.7547 1.8984  0.175
H: 1.4857 2.4775 -0.7215  0.066

---

Entry two
Molecular formula: C3H8N2O
Method: DFT, ωB97M-V/def2-TZVPD

Summary:
charge = 0
HOMO = -9.5 eV
gap between HOMO and LUMO = 10.31 eV
E_LUMO = 0.029 Eh
structure (SMILES) = CC(=O)NCN
multiplicity = 1

Last column: Löwdin charge in e.
Atoms and positions in Å:
O: 0.3678 -1.7143 0.7963  0.055
N: 1.9356 1.5413 -0.2394  -0.028
N: -0.2889 0.4568 0.1786  0.024
C: 0.8400 1.1208 0.7368  -0.292
C: -0.3700 -0.9630 0.1894  -0.524
C: -1.5949 -1.4973 -0.4923  -0.020
H: -2.5326 -1.0060 -0.1678  0.092
H: 1.3547 0.4046 1.4121  0.118
H: 1.4614 1.9469 -1.1467  0.097
H: -1.1070 1.0028 -0.1343  0.144
H: -1.5431 -2.5961 -0.3757  0.093
H: 0.5251 1.9901 1.3201  0.108
H: -1.4071 -1.3230 -1.5444  0.076
H: 2.3590 0.6365 -0.5329  0.058

---

The computed energies, referenced to the most stable structure and given in kJ/mol, are entry one 608.4; entry two 0.0.